No. 1
# C18H41N2NdO2P3

A molecular structure, C18H41N2NdO2P3 at a distorted geometry (ωB97M-V/def2-TZVPD, the OMol25 dataset).

XYZ file:
```
67
Properties=species:S:1:pos:R:3:forces:R:3:mulliken_charge:R:1
Nd -0.65963 -0.22399 0.62470 1.1 -1.5 0.7 0.670
P 1.81492 1.02647 2.12067 0.1 0.4 0.7 0.935
P -1.23784 2.34135 -0.24705 -0.5 2.5 -1.7 0.791
P 1.74950 -0.47782 -0.83489 1.0 -0.4 -2.0 0.807
H -1.81188 -3.16237 0.77223 0.4 -0.5 0.0 0.515
C -0.72505 -3.33746 0.68919 0.6 0.3 0.8 -0.924
C 0.07432 -3.23082 1.78544 -0.5 0.0 -0.4 -0.355
H -0.41129 -3.10214 2.78851 0.6 0.0 -1.1 0.362
C 1.55634 1.53823 3.85543 -0.4 0.1 0.2 -1.463
C 2.56683 2.59142 1.56331 -0.2 0.0 -0.4 -1.444
C 3.31539 0.05166 2.44571 0.0 -0.4 -0.3 -1.360
C -2.59714 2.15818 -1.51391 -0.2 -0.3 0.0 -1.352
C -1.89282 3.67569 0.79892 -0.3 -0.2 0.7 -1.204
C 0.01926 3.34006 -1.16848 0.2 -0.6 0.1 -1.140
C 2.75237 -1.97244 -0.55791 -0.2 -0.3 0.3 -1.331
C 3.14863 0.62806 -1.22257 -0.1 0.4 0.4 -1.449
C 1.13139 -0.73217 -2.55983 -0.3 -0.3 0.2 -0.817
H -0.35397 -3.65990 -0.29368 -0.1 0.3 0.4 0.299
H 1.18561 -3.34824 1.74221 -1.2 -0.1 0.1 0.293
H 1.60905 0.67886 4.53225 -0.1 0.2 -0.1 0.399
H 0.60872 2.07023 3.99323 0.2 -0.1 0.1 0.313
H 2.38232 2.22066 4.09210 -0.3 -0.2 0.2 0.582
H 1.79368 3.35221 1.43446 0.2 0.0 0.0 0.361
H 3.11426 2.44895 0.63305 0.0 0.2 0.0 0.358
H 3.25857 2.90900 2.34771 0.0 0.1 -0.2 0.561
H 3.07703 -0.75784 3.14080 0.1 0.0 -0.1 0.378
H 4.05747 0.70909 2.90846 -0.1 -0.1 0.0 0.457
H 3.72828 -0.37091 1.53131 0.1 0.0 0.2 0.218
H -2.95675 3.13462 -1.90487 0.4 -0.5 0.3 0.488
H -3.46144 1.66620 -1.03074 0.2 0.2 -0.2 0.450
H -2.29342 1.51782 -2.36726 0.0 0.5 0.4 0.348
H -2.19674 4.50907 0.16066 0.0 -0.1 0.0 0.441
H -1.14664 4.03221 1.51481 0.0 -0.1 -0.2 0.378
H -2.75514 3.33496 1.37536 0.0 0.1 -0.1 0.390
H -0.45285 4.27408 -1.49301 0.1 -0.2 0.0 0.508
H 0.38758 2.78736 -2.03802 -0.1 0.1 0.0 0.300
H 0.87678 3.56755 -0.52518 -0.2 0.0 -0.1 0.273
H 3.18122 -2.26591 -1.52234 0.0 0.0 0.2 0.451
H 2.16577 -2.79523 -0.14103 0.2 0.0 -0.2 0.270
H 3.55989 -1.71383 0.13665 -0.2 -0.3 -0.2 0.437
H 3.58948 0.24804 -2.15454 0.0 0.2 0.3 0.519
H 3.89039 0.56325 -0.41157 -0.2 0.3 -0.4 0.513
H 2.80400 1.65937 -1.36772 0.3 -0.2 0.0 0.267
H 1.93964 -1.05977 -3.23258 -0.2 0.3 0.3 0.590
H 0.66424 0.19328 -2.93952 0.2 -0.4 0.1 0.345
H 0.35813 -1.51092 -2.52855 0.5 0.3 -0.3 -0.270
C -2.13720 -1.67140 -2.89685 -0.8 -0.3 -0.8 0.764
C -3.22899 -1.16067 -3.63293 0.3 0.5 -0.1 -0.623
C -3.42484 -1.61008 -4.95124 -0.1 -0.6 0.0 -0.508
C -2.62375 -2.62140 -5.50168 0.3 0.2 0.7 -0.613
C -1.65977 -3.23138 -4.68277 -0.5 -0.1 -0.1 -0.681
C -1.49345 -2.83829 -3.33817 0.7 0.5 -0.2 -0.228
O -1.56884 -0.95549 -1.75864 -1.2 0.3 1.8 0.089
H -2.20035 -0.33035 -1.30291 -0.4 -1.0 -2.0 0.248
H -3.95657 -0.42082 -3.23865 0.9 -0.3 -0.1 0.388
H -4.22413 -1.20653 -5.58795 0.3 0.0 0.6 0.399
H -2.77817 -2.94970 -6.53491 0.2 0.2 0.5 0.424
H -1.03130 -4.02988 -5.10627 -0.5 0.3 0.5 0.403
H -0.78601 -3.41144 -2.71261 -0.3 0.6 -0.4 0.283
N -0.51945 -1.23836 4.76302 0.0 0.6 -1.7 -0.300
C -1.20193 -0.31887 4.03705 -1.1 -0.6 1.4 0.788
N -2.02971 0.48723 4.72579 1.1 -1.1 0.4 -0.388
O -1.17773 -0.26604 2.75791 0.3 0.0 0.6 -0.386
H -0.67618 -1.28657 5.75274 0.2 -0.2 0.2 0.208
H 0.11666 -1.88617 4.29550 -0.4 0.4 0.6 0.165
H -2.62542 1.12863 4.26058 -0.4 0.4 -0.3 0.201
H -2.18136 0.31144 5.72108 0.0 0.4 -0.5 0.208
```
Positions in Å, forces in eV/Å.

Calculated values
2S+1: 4
Net charge: +3
Gap between HOMO and LUMO (spin up / spin down) in eV: 6.52 / 6.74
<S²>: 3.755
E_LUMO (spin up / spin down) in eV: -9.878 / -9.661

***

No. 2
# C18H41N2P3RhSSe

A molecular structure, C18H41N2P3RhSSe at a distorted geometry (ωB97M-V/def2-TZVPD, the OMol25 dataset).

XYZ file:
```
67
Properties=species:S:1:pos:R:3:forces:R:3:mulliken_charge:R:1
Rh 0.21212 -0.66693 0.18332 -0.5 -1.1 2.0 -0.340
P -1.73035 -1.93213 0.76644 -1.4 -1.5 0.6 0.916
P 0.53755 -1.42843 -1.90774 0.2 0.4 -2.5 1.383
P -0.16758 0.72971 2.07522 -0.1 2.4 1.7 0.928
H 2.63614 5.44422 -3.77729 0.8 0.3 -0.1 0.379
C 3.22640 5.75140 -2.89944 0.4 0.1 0.0 -0.622
C 3.86784 4.78471 -2.19763 -0.1 1.0 -0.4 -0.532
H 4.13024 3.78395 -2.57453 -0.9 0.4 -0.1 0.287
C -3.46906 -1.48017 0.26038 0.6 0.1 0.1 -1.513
C -1.57624 -3.63743 0.08528 0.0 -0.1 0.1 -0.944
C -2.02527 -2.28202 2.56061 0.1 -0.1 -0.1 -1.059
C 1.53072 -0.54346 -3.15415 -0.2 0.1 0.1 -1.328
C 1.45583 -2.95916 -1.62951 0.1 -0.4 0.2 -1.093
C -0.98437 -1.78704 -2.85866 0.2 0.0 0.0 -1.299
C 0.75704 2.31974 2.05664 0.1 -0.2 -0.2 -1.072
C 0.39824 -0.01056 3.66193 0.1 -0.6 -0.2 -1.240
C -1.86260 1.34023 2.50055 0.0 -0.2 -0.4 -0.991
H 3.21815 6.88248 -2.72443 -0.1 -1.9 0.5 0.269
H 4.20527 4.91567 -1.18139 0.6 0.6 0.0 0.315
H -4.16306 -2.26767 0.60518 0.3 0.3 -0.2 0.540
H -3.52026 -1.37702 -0.83108 -0.2 -0.1 0.2 0.375
H -3.74671 -0.52546 0.72736 0.0 -0.3 -0.1 0.390
H -2.41320 -4.24738 0.47895 0.4 0.3 -0.3 0.449
H -0.61319 -4.07657 0.40520 -0.5 0.2 -0.2 0.132
H -1.61229 -3.62006 -1.01363 -0.1 -0.2 0.6 0.275
H -2.82754 -3.04054 2.64115 0.3 0.4 -0.1 0.486
H -2.34927 -1.37047 3.07759 0.0 -0.4 -0.1 0.386
H -1.09980 -2.66063 3.02661 -0.5 0.2 -0.2 0.097
H 1.51623 -1.12426 -4.08617 0.2 0.1 0.2 0.472
H 2.55206 -0.41359 -2.78406 -0.1 -0.1 -0.1 0.453
H 1.09767 0.44193 -3.35571 0.1 -0.1 0.0 0.377
H 0.94998 -3.77504 -2.16700 0.2 0.1 0.2 0.386
H 1.54728 -3.17979 -0.55458 0.0 -0.1 -0.5 0.141
H 2.45544 -2.79470 -2.05052 -0.2 -0.1 0.1 0.471
H -0.66511 -2.35202 -3.74258 -0.2 0.0 0.1 0.510
H -1.43675 -0.84941 -3.20169 0.1 -0.2 0.0 0.358
H -1.73075 -2.36105 -2.30702 0.2 0.2 -0.2 0.263
H 0.67175 2.87116 3.00754 -0.1 -0.3 -0.3 0.501
H 0.39128 2.95541 1.24076 0.1 -0.1 0.2 0.247
H 1.81410 2.08722 1.88767 -0.1 0.2 0.0 0.399
H 0.46207 0.74886 4.46050 -0.1 -0.1 -0.5 0.464
H 1.38153 -0.46891 3.49413 -0.2 0.1 0.2 0.365
H -0.29598 -0.80163 3.97525 0.3 0.3 -0.1 0.285
H -1.83854 1.96053 3.40937 0.2 -0.2 -0.3 0.488
H -2.55982 0.51579 2.67628 0.1 0.2 -0.1 0.221
H -2.25208 1.95142 1.67704 0.1 -0.1 0.3 0.241
C -1.12393 2.78094 -1.44328 -0.9 -0.8 0.0 0.844
C 0.28278 2.92661 -1.50701 0.8 0.1 0.0 -0.284
C 0.78225 4.18109 -1.81891 0.1 -2.0 0.5 -0.006
C -0.08199 5.23452 -2.08198 -0.5 0.8 -0.3 -0.325
C -1.47033 5.08119 -2.08592 -1.1 -0.4 0.1 -0.851
C -1.99312 3.83515 -1.77683 0.2 1.5 -0.1 -0.807
Se -2.20251 1.26944 -1.03340 1.6 0.8 -0.6 0.232
H -0.97260 0.52002 -1.38444 0.0 -0.7 0.3 -0.448
H 1.01645 2.11722 -1.32423 -0.8 0.3 0.0 0.528
H 1.86137 4.33068 -1.88451 -0.5 0.0 0.1 0.089
H 0.35712 6.18741 -2.32395 0.0 0.3 0.0 0.494
H -2.15030 5.90376 -2.32580 0.4 -0.2 0.0 0.442
H -3.04955 3.59699 -1.76238 -0.1 0.6 -0.1 0.461
N 2.73043 -4.99078 2.93092 -0.5 0.5 -0.3 -0.426
C 1.50188 -4.51937 2.64631 0.2 -1.3 0.6 0.689
N 0.47957 -5.34859 2.95579 0.4 0.7 -0.3 -0.326
S 1.32358 -2.95045 1.99117 0.4 0.3 0.1 -0.352
H 2.91450 -5.90814 3.32716 -0.2 0.3 -0.1 0.203
H 3.52316 -4.40353 2.72798 0.0 0.0 0.0 0.215
H -0.48258 -5.07015 2.80382 0.4 -0.2 0.1 0.196
H 0.67871 -6.22490 3.42738 -0.3 0.2 -0.1 0.219
```
Positions in Å, forces in eV/Å.

Calculated values
2S+1: 5
Net charge: +3
Gap between HOMO and LUMO (spin up / spin down) in eV: 7.72 / 3.92
<S²>: 6.028
E_LUMO (spin up / spin down) in eV: -8.509 / -12.371

***

In the order shown, the computed molar mass values come out to 554.70, 592.40 g mol⁻¹.
In the order shown, the computed total energy values come out to -2555.0186, -4753.1175 Ha.